(1)
{"formula": "C39H50B2F6N10O3STi", "method": "the ωB97M-V functional and the def2-TZVPD basis", "species": ["Ti", "C", "C", "C", "C", "C", "C", "N", "N", "B", "N", "C", "C", "C", "N", "C", "C", "C", "N", "C", "C", "C", "N", "C", "C", "C", "H", "H", "H", "H", "H", "H", "H", "H", "H", "H", "H", "H", "H", "H", "H", "H", "H", "H", "H", "H", "H", "H", "H", "H", "H", "H", "H", "H", "N", "C", "S", "N", "N", "C", "C", "C", "C", "C", "C", "N", "H", "H", "H", "H", "H", "H", "H", "C", "C", "O", "C", "F", "F", "F", "C", "F", "F", "F", "H", "H", "H", "C", "C", "C", "C", "C", "C", "C", "C", "O", "B", "O", "C", "C", "H", "H", "H", "H", "H", "H", "H", "H", "H", "H", "H", "H"], "xyz": [[-1.82, -0.35, 0.85], [-1.20, 5.21, -1.29], [-1.00, 3.96, -2.14], [0.48, 3.61, -2.28], [-1.81, 2.79, -1.63], [-3.22, 2.77, -1.33], [-3.49, 1.49, -1.05], [-2.31, 0.72, -1.14], [-1.28, 1.61, -1.52], [-2.54, -0.33, -2.34], [-3.26, -1.50, -1.65], [-4.17, -2.34, -2.14], [-4.41, -3.32, -1.21], [-3.58, -3.01, -0.13], [-2.88, -1.90, -0.41], [-3.51, -3.74, 1.18], [-2.83, -5.10, 0.99], [-4.90, -3.89, 1.80], [-1.26, -0.74, -3.04], [-0.87, -0.28, -4.24], [0.37, -0.80, -4.52], [0.67, -1.60, -3.40], [-0.31, -1.55, -2.51], [1.89, -2.46, -3.19], [2.72, -1.99, -1.99], [1.49, -3.93, -3.06], [-0.70, 6.06, -1.75], [-0.77, 5.08, -0.29], [-2.25, 5.46, -1.17], [-1.40, 4.17, -3.14], [0.94, 3.43, -1.31], [1.01, 4.43, -2.77], [0.61, 2.69, -2.87], [-3.91, 3.60, -1.35], [-4.44, 1.02, -0.86], [-3.26, 0.17, -3.16], [-4.58, -2.17, -3.12], [-5.10, -4.14, -1.28], [-2.91, -3.14, 1.86], [-3.41, -5.73, 0.31], [-2.75, -5.62, 1.95], [-1.82, -4.99, 0.58], [-5.54, -4.50, 1.16], [-5.37, -2.91, 1.93], [-4.82, -4.38, 2.77], [-1.50, 0.39, -4.80], [0.97, -0.65, -5.40], [2.50, -2.36, -4.08], [2.12, -2.01, -1.07], [3.05, -0.96, -2.13], [3.60, -2.62, -1.85], [0.79, -4.07, -2.23], [2.37, -4.56, -2.88], [0.99, -4.28, -3.96], [-5.28, 0.45, 3.92], [-4.31, -0.03, 3.12], [-4.53, 0.01, 1.43], [-3.28, -0.57, 3.76], [-2.35, -1.07, 2.94], [-1.42, -1.75, 3.50], [-0.50, -2.44, 2.61], [0.39, -3.40, 3.05], [1.11, -4.12, 2.11], [0.90, -3.87, 0.76], [0.01, -2.87, 0.40], [-0.65, -2.15, 1.30], [-6.00, 1.01, 3.51], [-5.08, 0.53, 4.91], [-1.40, -1.90, 4.57], [0.50, -3.59, 4.11], [1.82, -4.88, 2.42], [1.42, -4.42, 0.00], [-0.16, -2.60, -0.64], [0.15, 2.92, 1.75], [-1.08, 2.33, 2.44], [-1.58, 1.25, 1.74], [-2.19, 3.40, 2.53], [-3.36, 2.90, 2.94], [-2.39, 3.97, 1.33], [-1.85, 4.39, 3.38], [-0.67, 1.90, 3.87], [0.09, 2.83, 4.46], [-1.73, 1.67, 4.67], [0.05, 0.77, 3.82], [-0.06, 2.97, 0.68], [1.01, 2.28, 1.91], [0.37, 3.92, 2.13], [5.65, 2.83, -1.95], [5.94, 2.15, -0.61], [7.01, 1.08, -0.84], [6.47, 3.21, 0.36], [4.69, 1.49, -0.02], [4.78, 0.84, 1.22], [3.70, 0.21, 1.83], [2.50, 0.24, 1.14], [1.28, -0.29, 1.48], [0.40, 0.06, 0.44], [1.11, 0.76, -0.53], [2.39, 0.88, -0.07], [3.46, 1.51, -0.68], [6.56, 3.28, -2.33], [4.90, 3.62, -1.84], [5.29, 2.12, -2.69], [7.91, 1.53, -1.27], [6.65, 0.31, -1.54], [7.29, 0.58, 0.09], [7.37, 3.68, -0.06], [6.74, 2.77, 1.32], [5.72, 3.98, 0.54], [5.73, 0.82, 1.74], [3.79, -0.29, 2.78], [3.32, 2.00, -1.63]], "multiplicity": 1, "relative_energy_kj_mol": 23.88, "total_energy_ev": -113914.09497}

=====

(2)
{"formula": "C3H8N2OS", "method": "the ωB97M-V functional and the def2-TZVPD basis", "species": ["C", "C", "C", "H", "H", "H", "H", "H", "H", "H", "H", "N", "N", "O", "S"], "xyz": [[0.53, -1.04, -0.04], [-0.56, -0.15, 0.57], [0.17, 1.17, 1.17], [0.17, 0.00, -1.78], [1.49, -1.57, -1.91], [0.32, -2.12, -0.37], [1.36, -0.96, 0.57], [-1.01, -0.81, 1.37], [-2.50, 0.31, 0.32], [-1.34, 1.27, -0.73], [1.17, 0.74, -0.28], [1.07, -0.51, -1.23], [-1.62, 0.20, -0.45], [1.15, 1.50, 0.30], [-0.40, 1.97, 2.49]], "multiplicity": 1, "relative_energy_kj_mol": 460.09, "total_energy_ev": -19099.73351}

=====

(3)
{"formula": "C4H7N3O", "method": "the ωB97M-V functional and the def2-TZVPD basis", "species": ["C", "C", "C", "C", "N", "N", "N", "O", "H", "H", "H", "H", "H", "H", "H"], "xyz": [[0.58, 0.44, 0.10], [2.09, 0.43, -0.01], [-2.09, -0.53, -0.75], [-1.48, -0.16, 0.67], [2.49, -1.35, 1.48], [2.63, 1.33, -0.74], [-0.12, -0.48, 0.58], [2.81, -0.52, 0.60], [0.05, 1.40, -0.25], [-3.27, -0.61, -0.80], [-1.87, 0.14, -1.58], [-1.75, -1.58, -0.79], [-2.12, -0.69, 1.32], [-1.56, 0.93, 0.92], [3.61, 1.26, -0.73]], "multiplicity": 1, "relative_energy_kj_mol": 648.38, "total_energy_ev": -10773.02736}